[1]
A structure of composition C8H14AlCdF4O3. Source: the OMol25 dataset; level of theory: the ωB97M-V functional and the def2-TZVPD basis.

Last column: Löwdin charge in e.
Geometry (Å):
C  -0.2946  4.4147  -1.6579  -0.070
C  -0.6063  3.0180  -1.1095  -0.145
C  0.4039  2.0461  -1.6303  -0.511
O  0.4655  1.6606  -2.7769  0.112
O  1.2968  1.6669  -0.6939  -0.006
C  1.9566  0.4122  -0.8847  -0.225
C  1.0471  -0.7486  -1.2325  -0.183
Al  -0.3861  -1.1540  0.0621  0.177
C  -1.8011  -2.4370  -0.7840  -0.138
F  -1.1762  0.1215  0.7416  -0.141
C  0.4878  -2.3567  1.5428  -0.191
O  1.0310  -1.6212  2.6117  0.046
C  0.2547  -1.5729  3.7010  -0.738
F  0.6782  -0.7023  4.5292  0.287
F  -1.0697  -1.2723  3.3593  0.046
F  0.1472  -2.7665  4.3065  0.161
H  -0.0257  4.3422  -2.7070  0.078
H  0.5641  4.8279  -1.1407  0.081
H  -1.1448  5.0779  -1.5671  0.074
H  -0.5143  3.0377  -0.0296  0.112
H  -1.5935  2.6844  -1.4042  0.122
H  2.7543  0.5080  -1.6177  0.128
H  2.4407  0.2175  0.0681  0.117
H  1.6885  -1.6294  -1.3006  0.073
H  0.5915  -0.6292  -2.2115  0.062
H  -2.0261  -3.3915  -0.2401  -0.055
H  -1.3323  -2.7552  -1.7090  0.060
H  -2.7513  -1.9439  -0.9445  0.024
H  -0.3005  -3.1024  1.9716  -0.014
H  1.2268  -2.9928  1.0672  0.106
Cd  -2.0122  -2.9600  1.6804  1.550

Computed properties:
**Charge**: +1
**Energy above the lowest of the compared OMol25 structures with the same formula, charge and spin**: 58.3 kJ/mol

---

[2]
A structure of composition C4H7NO3. Source: the OMol25 dataset; level of theory: the ωB97M-V functional and the def2-TZVPD basis.

Last column: Löwdin charge in e.
Geometry (Å):
C  -0.6757  -0.3936  -0.8156  -0.225
C  -0.3335  -1.4706  1.4131  -0.044
N  -0.1461  -0.3273  0.5466  -0.095
C  0.2749  1.8930  -1.3585  -0.272
C  1.0062  0.3956  0.5644  -0.168
O  0.3170  0.2063  -1.5953  -0.148
O  -0.7765  2.4068  -1.1549  0.068
O  1.1763  1.5910  0.1831  0.034
H  -0.8118  -1.4457  -1.0981  0.135
H  -1.6220  0.1642  -0.8917  0.130
H  1.0567  2.2142  -2.0509  0.149
H  1.7169  0.0516  1.3292  0.151
H  0.2298  -1.3285  2.3378  0.090
H  -1.3952  -1.5537  1.6638  0.099
H  -0.0170  -2.4033  0.9271  0.095

Computed properties:
**Charge**: 0
**Energy above the lowest of the compared OMol25 structures with the same formula, charge and spin**: 340.7 kJ/mol

---

[3]
A cluster of 2 separate species, C3H7N4 in total. Source: the OMol25 dataset; level of theory: the ωB97M-V functional and the def2-TZVPD basis.

Last column: Löwdin charge in e.
Geometry (Å):
C  1.7802  0.3765  -0.2545  0.006
C  0.2575  -1.0560  0.0790  -0.089
C  -0.2847  1.4702  0.0233  -0.003
N  1.2932  -1.7750  0.0198  0.115
N  2.2617  -0.8583  -0.1854  0.056
N  0.4449  0.2766  0.0397  -0.063
N  -1.9311  -1.8669  0.0466  0.161
H  2.3212  1.3371  -0.3061  0.183
H  0.2563  2.2592  0.5084  0.105
H  -0.3943  1.7138  -0.9725  0.086
H  -1.2856  1.3323  0.5471  0.147
H  3.3119  -1.1447  -0.0877  0.243
H  -1.9319  -2.4508  0.9098  0.025
H  -1.7373  -2.4508  -0.8046  0.028

Computed properties:
**Charge**: +1
**Energy above the lowest of the compared OMol25 structures with the same formula, charge and spin**: 498.0 kJ/mol

---

[4]
A structure of composition C9H12BrIrN3O3. Source: the OMol25 dataset; level of theory: the ωB97M-V functional and the def2-TZVPD basis.

Last column: Mulliken spin population.
Geometry (Å):
Ir  6.9830  7.7557  3.9641  2.552
N  8.6505  6.3909  4.3450  0.029
C  8.1264  4.9894  4.4324  -0.031
C  6.9826  4.9428  3.4164  0.042
N  5.8221  5.6386  4.0220  0.012
H  8.8936  6.5661  3.3525  0.014
H  9.5835  6.4964  4.7780  0.000
H  7.8398  4.6196  5.4255  -0.001
H  8.8178  4.2534  4.0876  0.005
H  6.8014  3.9253  2.9947  -0.002
H  7.2666  5.6333  2.6075  -0.014
H  5.5067  5.3037  4.8975  0.002
H  5.0873  5.7027  3.3518  0.006
Br  8.8672  12.7267  4.3160  0.370
C  7.1604  12.7590  3.5574  0.166
C  6.8497  14.0619  3.2249  0.139
C  5.5231  14.2879  3.0197  -0.031
C  4.5751  13.3283  3.0972  0.187
C  4.9527  12.0099  3.3296  0.117
C  6.2781  11.6346  3.6591  0.026
C  6.5987  10.3020  3.6836  0.004
O  7.4948  9.8335  4.4821  0.085
O  6.0777  9.3912  2.9533  0.057
H  7.5997  14.8866  3.2756  -0.002
H  5.1679  15.2959  2.9004  0.002
H  3.5239  13.6082  2.9555  0.000
H  4.2357  11.2183  3.3373  0.002
O  2.7752  3.5016  4.6112  0.083
N  3.4503  2.9010  3.9389  0.180

Computed properties:
**2S+1**: 5
**Charge**: +3
**Energy above the lowest of the compared OMol25 structures with the same formula, charge and spin**: 155.3 kJ/mol

---

[5]
The ion C18H18N5 with charge +1. Source: the OMol25 dataset; level of theory: the ωB97M-V functional and the def2-TZVPD basis.

Last column: Löwdin charge in e.
Geometry (Å):
N  -2.6245  0.3434  -2.3990  0.103
C  -1.9570  -0.6643  -2.9001  -0.110
C  -1.8942  0.7181  -1.2437  -0.050
C  -0.9278  -0.1752  -1.0310  -0.094
C  0.1718  -0.2738  0.0390  -0.063
C  0.7919  -4.1192  -3.4165  -0.049
C  1.7011  -4.1766  -2.3906  -0.105
C  -0.9259  4.1416  2.6954  -0.056
C  -0.1260  -3.0522  -3.3237  0.030
C  1.7622  -3.3967  -1.2557  0.001
C  -1.6663  2.9620  2.7815  -0.026
C  0.3952  4.0820  2.3040  -0.008
C  -0.0875  1.7274  1.5510  -0.196
C  -0.1109  -2.1983  -2.1847  -0.126
C  0.9098  -2.2318  -1.2232  -0.073
C  -1.2998  1.7256  2.1784  -0.187
C  0.7855  2.8994  1.6272  -0.161
N  0.3429  0.4871  1.1333  0.127
N  -0.9791  -1.1451  -2.0431  0.037
N  1.9537  -1.6202  0.8051  0.082
N  0.9809  -1.3155  -0.1238  -0.052
C  -2.2713  0.5474  2.1037  -0.016
C  2.0948  2.8327  0.9470  -0.040
H  -2.4075  -1.1775  -3.8327  0.172
H  -1.9696  1.7005  -0.7603  0.135
H  0.8762  -4.8349  -4.2806  0.142
H  2.4378  -5.0208  -2.4892  0.134
H  -1.4480  4.9110  3.2519  0.114
H  -0.8863  -3.0480  -4.0622  0.100
H  2.6122  -3.4506  -0.5834  0.100
H  -2.6449  3.0702  3.2602  0.119
H  1.0556  4.8614  2.4596  0.098
H  1.0521  0.0324  1.7665  0.179
H  2.7897  -1.9777  0.3294  0.104
H  1.6707  -2.2836  1.5916  0.168
H  -2.6954  0.4231  3.0690  0.075
H  -3.0513  0.6741  1.3762  0.078
H  -1.7912  -0.4025  1.9194  0.068
H  2.4093  1.7600  0.9015  0.087
H  2.8597  3.2980  1.4591  0.056
H  2.1110  3.3668  -0.0066  0.102

Computed properties:
**SMILES string**: Cc1cccc(C)c1Nc1c2cncn2c2ccccc2[n+]1N
**Charge**: +1
**DFT total energy**: -970.1938 Ha

---

[6]
A structure of composition C34H57CuN3O2Si. Source: the OMol25 dataset; level of theory: the ωB97M-V functional and the def2-TZVPD basis.

Last column: Mulliken spin population.
Geometry (Å):
O  0.8456  -2.2294  -0.4240  0.068
O  -1.8353  -2.3537  -4.6440  0.000
C  2.0735  -2.5099  -1.1323  -0.004
C  2.9586  -3.4045  -0.3133  0.000
H  2.5468  -1.5438  -1.3081  0.002
H  1.8502  -2.9722  -2.1024  0.000
H  3.1501  -2.9559  0.6611  -0.001
H  3.9276  -3.5411  -0.7929  0.000
H  2.5202  -4.3932  -0.1684  0.000
C  -0.1721  -3.2564  -0.4469  -0.002
C  -0.1852  -4.2004  -1.6148  0.000
H  -1.1023  -2.6830  -0.3780  -0.006
H  -0.0629  -3.8097  0.4954  0.002
H  -0.4657  -3.7077  -2.5363  0.000
H  -0.9503  -4.9439  -1.4274  0.000
H  0.7411  -4.7404  -1.7621  0.000
C  -2.8514  -1.8641  -3.7670  0.000
C  -1.1222  -1.3285  -5.3319  0.000
C  -3.6579  -3.0439  -3.2625  0.000
H  -3.5054  -1.1767  -4.3310  0.000
H  -2.4354  -1.2946  -2.9095  0.000
H  -3.9935  -3.6675  -4.0961  0.000
H  -4.5378  -2.6860  -2.7259  0.000
H  -3.0634  -3.6622  -2.5808  0.000
C  -0.7735  -1.7869  -6.7400  0.000
H  -0.1864  -1.0893  -4.7923  0.000
H  -1.7275  -0.4087  -5.3966  0.000
H  -0.2067  -2.7236  -6.7364  0.000
H  -0.1691  -1.0129  -7.2167  0.000
H  -1.6789  -1.9258  -7.3402  0.000
H  0.1125  0.8774  -0.7848  -0.020
N  1.6677  1.1182  2.0103  0.043
C  1.5677  2.3536  2.4919  0.010
C  0.4029  3.1210  2.3971  0.027
C  -0.8955  2.6874  2.1296  -0.020
C  2.7722  2.9656  3.1767  0.006
H  3.6832  2.8816  2.5673  0.000
H  2.9814  2.4802  4.1430  -0.001
H  2.5993  4.0309  3.3725  0.000
C  -2.0129  3.6991  2.2765  0.026
H  -2.4969  3.6197  3.2626  -0.002
H  -2.7928  3.5750  1.5127  -0.001
H  -1.6078  4.7145  2.1859  0.002
N  -1.2027  1.4302  1.8137  0.262
C  2.7850  0.2702  2.2508  0.056
C  3.8226  0.1797  1.2906  -0.060
C  3.8178  1.0269  0.0562  0.000
C  4.8711  -0.7155  1.4979  -0.008
H  5.6786  -0.7664  0.7601  0.000
C  4.9112  -1.5233  2.6487  0.021
H  5.7367  -2.2183  2.7995  0.001
C  3.8883  -1.4182  3.6019  -0.001
H  3.9144  -2.0311  4.5110  0.000
C  2.8415  -0.5167  3.4271  -0.035
C  1.7767  -0.4161  4.4742  -0.003
C  -2.4651  0.8745  2.1524  -0.040
C  -3.3920  0.5339  1.1354  0.041
C  -3.0642  0.8243  -0.2958  -0.005
C  -4.6284  -0.0132  1.4789  -0.021
H  -5.3355  -0.2433  0.6772  0.000
C  -4.9500  -0.2485  2.8140  0.024
H  -5.9161  -0.6807  3.0730  0.001
C  -4.0423  0.0701  3.8217  -0.018
H  -4.2791  -0.0982  4.8753  0.000
C  -2.7989  0.6199  3.5087  0.034
C  -1.8215  0.9263  4.6034  -0.001
Cu  0.2111  -0.0105  1.3482  0.624
H  3.5571  0.4467  -0.8414  0.003
H  4.8190  1.4513  -0.1114  0.001
H  3.1077  1.8555  0.1347  -0.005
H  1.4987  0.6266  4.6649  0.000
H  2.1375  -0.8540  5.4141  0.000
H  0.8707  -0.9622  4.1867  0.004
H  -3.7493  0.2858  -0.9657  0.000
H  -2.0384  0.5218  -0.5468  -0.001
H  -3.1588  1.8987  -0.5230  0.002
H  -0.8838  0.3621  4.4889  -0.001
H  -2.2618  0.6486  5.5689  0.001
H  -1.5684  1.9966  4.6414  0.001
H  0.5088  4.1826  2.6282  -0.002
C  0.3935  0.6144  -1.7909  -0.001
Si  0.3682  2.3798  -2.2459  0.000
H  1.3455  0.0808  -1.6871  -0.001
H  -0.2947  -0.1388  -2.1985  0.003
C  1.6614  2.2990  -3.5991  0.000
C  0.8308  3.6526  -0.9712  -0.001
C  -1.4055  2.6308  -2.7685  0.000
H  -1.8817  1.6783  -3.0576  0.000
H  -1.3028  3.2839  -3.6471  0.000
H  -2.0035  3.1170  -1.9817  0.000
H  2.6241  1.9625  -3.1652  0.000
H  1.7046  3.3282  -3.9865  0.000
H  1.2897  1.5645  -4.3396  0.000
H  1.6385  3.4050  -0.2707  0.000
H  -0.0117  3.9958  -0.3552  0.000
H  1.1811  4.5156  -1.5606  0.000
N  -0.8283  -2.4005  2.7716  0.015
C  -0.4191  -1.4934  2.1704  -0.021

Computed properties:
**2S+1**: 2
**Charge**: 0
**Energy above the lowest of the compared OMol25 structures with the same formula, charge and spin**: 0.0 kJ/mol

---

no.,largest force on an atom (eV/Å)
1,2.249
2,3.541
3,6.803
4,6.836
5,4.464
6,3.143